Entry 1:
C21H31Cl5P2Zr as an isolated structure, computed with ωB97M-V/def2-TZVPD.

Results
LUMO (alpha / beta) = -8.588 / -8.587 eV
charge = +2
relative energy (zero: lowest compared OMol25 entry of this formula, charge and spin) = 4.7 kJ/mol
energy = -3848.6937 hartree
gap between HOMO and LUMO (alpha / beta) = 4.14 / 4.15 eV
spin multiplicity = 1
E_HOMO (alpha / beta) = -0.46787 / -0.46791 Ha

CARTESIAN COORDINATES (ANGSTROEM)
P1 2.409301 1.877818 -1.049965
P2 -1.628830 1.735991 -1.215435
C1 1.078978 2.519722 -2.128765
C2 -0.235538 2.913943 -1.394089
H1 0.896087 1.846251 -2.989924
H2 1.517009 3.421321 -2.595301
H3 -0.026413 3.321090 -0.385793
H4 -0.662093 3.744361 -1.988007
C3 -2.344571 1.735949 -2.897449
H5 -3.200963 1.050462 -2.962428
H6 -1.600413 1.416874 -3.644153
H7 -2.683444 2.750534 -3.155293
C4 -2.833469 2.471181 -0.104792
H8 -3.482356 3.151043 -0.677059
H9 -2.319599 3.048195 0.676296
H10 -3.454291 1.696866 0.363778
C5 3.778829 1.507553 -2.182433
H11 4.519554 0.883692 -1.659668
H12 4.256797 2.450409 -2.490441
H13 3.424837 0.969077 -3.075155
C6 3.038279 3.230296 -0.029037
H14 2.221570 3.760258 0.483332
H15 3.586126 3.935908 -0.675785
H16 3.739364 2.820266 0.715746
Zr1 -0.911813 -0.683333 3.028072
C7 -1.343137 -0.039732 -0.915121
C8 -0.813045 -0.852068 -1.996065
C9 0.530236 -0.691919 -2.429488
C10 1.610464 -1.591655 -1.729544
C11 2.380517 -0.873369 -0.749283
C12 2.056613 0.389779 -0.096675
C13 0.687937 0.470294 0.848624
C14 -0.585487 -0.296702 0.476388
C15 1.076994 -1.277300 3.693584
H17 -2.374744 -0.412063 -0.745556
H18 -1.522192 -1.434028 -2.576351
H19 0.784059 0.330921 -2.096924
H20 0.584627 -0.737160 -3.536748
H21 1.129922 -2.448985 -1.231836
H22 2.293534 -1.980324 -2.508206
H23 3.256636 -1.392124 -0.352071
H24 2.841385 0.530991 0.683673
H25 0.447846 1.525828 1.066072
H26 1.057402 0.081356 1.830090
H27 -0.417706 -1.384227 0.530187
H28 -1.421400 0.018157 1.213908
H29 0.859518 -1.427919 4.765107
H30 1.982510 -0.663222 3.630472
H31 1.327418 -2.268108 3.269546
Cl1 -0.630278 -3.915088 -0.079141
C16 -1.510862 -3.774874 1.405539
C17 -1.480211 -2.622206 2.180063
C18 -2.146847 -2.448142 3.380705
Cl2 -1.984735 0.442548 4.774647
C19 -2.889609 -3.518286 3.913759
Cl3 -3.662204 -3.373958 5.439878
C20 -2.929059 -4.713824 3.173825
Cl4 -3.816983 -6.030651 3.782635
C21 -2.211849 -4.860688 1.929802
Cl5 -2.250202 -6.336980 1.088251

Cartesian forces (eV/Å) of the 6 atoms listed first:
P 0.72 0.56 -1.67
P -0.48 0.32 -2.19
C -0.36 0.34 -0.18
C 0.49 0.49 0.21
H 0.19 0.42 0.58
H -0.17 -0.13 0.35

=====

Entry 2:
C21H31ClN2O5PrS as an isolated structure, computed with ωB97M-V/def2-TZVPD.

Results
LUMO (alpha / beta) = 2.500 / 2.502 eV
charge = -1
relative energy (zero: lowest compared OMol25 entry of this formula, charge and spin) = 23.9 kJ/mol
energy = -2679.9934 hartree
gap between HOMO and LUMO (alpha / beta) = 6.19 / 6.18 eV
spin multiplicity = 3
E_HOMO (alpha / beta) = -0.13559 / -0.13499 Ha

CARTESIAN COORDINATES (ANGSTROEM)
Pr1 -1.112148 -0.382088 1.023831
Cl1 1.177110 -0.291674 -0.516261
N1 0.089172 2.433855 0.059042
N2 -0.443305 -2.663123 0.493990
C1 -0.942423 3.043877 -0.443714
C2 -0.979455 -3.235164 -0.556249
C3 1.148702 3.460673 0.246721
C4 0.310636 4.739137 0.300287
C5 2.080740 3.474081 -0.943610
C6 1.979699 3.225065 1.484886
H1 1.568683 3.828880 -1.850524
H2 2.462108 2.459219 -1.107939
H3 2.917013 4.152282 -0.727576
H4 1.395146 3.355042 2.395844
H5 2.792989 3.965510 1.493013
H6 2.407778 2.215401 1.466561
C7 0.623417 -3.527967 1.035176
C8 0.310170 -4.850778 0.325363
C9 0.506610 -3.567216 2.555398
C10 2.033515 -3.083096 0.671851
H7 2.145344 -3.010905 -0.416208
H8 2.729745 -3.842379 1.063203
H9 2.270745 -2.103242 1.103008
H10 -0.498891 -3.886265 2.851261
H11 0.676917 -2.570670 2.990345
H12 1.258108 -4.259349 2.957665
O1 -0.601400 -4.477891 -0.788916
H13 -0.233333 -5.541051 0.989131
H14 1.179522 -5.337800 -0.135679
O2 -0.946163 4.378725 -0.379205
H15 0.726833 5.597628 -0.243972
H16 0.053068 5.013177 1.333905
C11 -2.132749 2.377085 -1.092441
C12 -2.027373 -2.596444 -1.441487
C13 -1.652597 -1.262119 -2.084338
H17 -2.922791 -2.419582 -0.806046
H18 -2.283351 -3.325609 -2.215638
C14 -1.828221 -0.068801 -1.431668
C15 -1.718527 1.184054 -1.927472
H19 -1.041574 -1.269642 3.187175
C16 -1.143642 1.285910 -3.214005
C17 -0.799764 0.114758 -3.887809
C18 -0.828247 2.615423 -3.792164
C19 -1.041189 -1.147183 -3.360556
H20 -0.326998 0.185051 -4.868666
C20 -0.638762 -2.384688 -4.071022
H21 -0.187043 -2.154850 -5.031003
H22 -1.476324 -3.061562 -4.263226
H23 0.103722 -2.949782 -3.491466
H24 -1.638969 3.335202 -3.619770
H25 -0.656059 2.542467 -4.870619
H26 0.090097 3.036889 -3.348597
H27 -2.662370 3.146567 -1.671347
H28 -2.772599 2.017321 -0.260173
C21 -1.105208 0.504551 4.707605
S1 -0.601212 1.467440 3.270953
O3 -1.839566 1.490156 2.394641
O4 -0.146252 2.756653 3.736488
O5 0.435277 0.619602 2.579260
H29 -1.922006 1.009299 5.238573
H30 -0.171639 0.520397 5.279368
H31 -1.401217 -0.551954 4.506922

Cartesian forces (eV/Å) of the 6 atoms listed first:
Pr 1.32 0.72 -0.34
Cl 0.44 -0.19 -0.06
N -1.60 0.80 -1.29
N -0.68 -1.12 -1.91
C 1.72 -1.36 1.05
C 0.65 1.60 2.17

=====

Entry 3:
C21H31F5P2Pt as an isolated structure, computed with ωB97M-V/def2-TZVPD.

Results
LUMO (alpha / beta) = -0.637 / -0.692 eV
relative energy (zero: lowest compared OMol25 entry of this formula, charge and spin) = 607.2 kJ/mol
energy = -2119.6985 hartree
gap between HOMO and LUMO (alpha / beta) = 3.84 / 4.76 eV
spin multiplicity = 3
E_HOMO (alpha / beta) = -0.16460 / -0.20021 Ha

CARTESIAN COORDINATES (ANGSTROEM)
P1 1.050772 1.988133 -2.408287
P2 -0.968674 -1.408225 -2.099316
C1 0.831282 0.466771 -3.402556
C2 -0.600797 -0.147878 -3.372638
H1 1.591729 -0.270189 -3.101295
H2 1.081736 0.765757 -4.439871
H3 -1.374446 0.639139 -3.348773
H4 -0.759596 -0.659148 -4.350930
C3 -0.189259 -2.931382 -2.787495
H5 -0.410252 -3.735375 -2.078687
H6 0.908088 -2.892601 -2.843166
H7 -0.595554 -3.182539 -3.770903
C4 -2.731944 -1.717374 -2.272588
H8 -2.892842 -2.373175 -3.143736
H9 -3.280151 -0.773631 -2.411959
H10 -3.080091 -2.201251 -1.350126
C5 2.700399 2.612501 -2.774449
H11 2.984324 3.380960 -2.029921
H12 2.697612 3.037430 -3.777026
H13 3.405068 1.770933 -2.705743
C6 -0.224931 3.064752 -3.112481
H14 -1.168242 2.520035 -3.284333
H15 0.071609 3.452462 -4.098775
H16 -0.432675 3.925425 -2.471627
Pt1 -1.700464 2.027724 2.793907
C7 -0.429906 -1.773113 -0.400941
C8 0.915682 -2.265376 -0.137707
C9 2.149245 -1.637243 -0.558938
C10 2.583675 -0.510008 0.506030
C11 2.463294 0.812444 -0.062909
C12 1.285851 1.400093 -0.673229
C13 -0.255910 0.932717 -0.327252
C14 -0.650309 -0.378126 0.384788
C15 -0.087994 3.025866 3.384962
H17 -1.108947 -2.578674 -0.035407
H18 0.992302 -2.935728 0.733892
H19 2.170088 -1.189804 -1.573313
H20 2.910962 -2.441513 -0.517527
H21 1.995518 -0.634751 1.440656
H22 3.645544 -0.728713 0.776172
H23 3.251285 1.538745 0.173054
H24 1.355060 2.396767 -0.161412
H25 -0.850555 1.058956 -1.287713
H26 -0.664857 1.754630 0.306342
H27 -0.222809 -0.365309 1.408560
H28 -1.745031 -0.262578 0.543526
H29 -0.401431 3.799554 4.099494
H30 0.369988 3.434025 2.472523
H31 0.542565 2.249069 3.861891
F1 0.810587 -0.232746 3.526295
C16 -0.388517 -0.480296 4.169341
C17 -1.518848 0.328282 4.020617
C18 -2.688642 -0.075512 4.678792
F2 -3.809060 0.689850 4.664846
C19 -2.740111 -1.306916 5.360105
F3 -3.914715 -1.731168 5.861812
C20 -1.599345 -2.103972 5.539024
F4 -1.634886 -3.269994 6.214209
C21 -0.404476 -1.627357 4.980239
F5 0.762000 -2.251356 5.271953

Cartesian forces (eV/Å) of the 6 atoms listed first:
P 1.15 -1.42 -1.01
P 1.02 -2.86 -1.64
C 0.04 0.08 -0.85
C 0.50 0.75 -0.53
H -0.21 0.35 -0.05
H -0.24 -0.41 0.28

=====

Entry 4:
C21H31FNO9Pb as an isolated structure, computed with ωB97M-V/def2-TZVPD.

Results
LUMO = -4.931 eV
charge = +1
energy = -1843.1236 hartree
gap between HOMO and LUMO = 5.07 eV
spin multiplicity = 1
E_HOMO = -0.36766 Ha

CARTESIAN COORDINATES (ANGSTROEM)
Pb1 -1.583364 2.164650 -1.931393
F1 -0.477714 0.161180 -0.940143
C1 1.276176 2.115420 -4.516273
O1 0.712706 2.480190 -3.214513
C2 1.718286 3.132390 -2.457433
C3 1.037566 4.052640 -1.387273
N1 0.254726 3.221060 -0.537163
C4 -0.028174 3.969810 0.694087
C5 -0.766684 3.054170 1.694647
O2 -1.928984 2.345550 1.141887
C6 -3.109594 2.160990 1.868907
H1 0.556046 1.532100 -5.090093
H2 2.137626 1.478140 -4.316573
H3 1.663176 2.961500 -5.084153
H4 2.373276 3.761550 -3.060143
H5 2.415116 2.427380 -2.004113
H6 0.407356 4.833540 -1.812863
H7 1.918226 4.443290 -0.877453
H8 0.734576 2.400920 -0.194793
H9 -0.666524 4.827140 0.480567
H10 0.930866 4.329040 1.067307
H11 -1.119494 3.565690 2.590177
H12 0.022146 2.434820 2.121577
H13 -3.896294 1.772250 1.222307
H14 -3.626824 3.019890 2.296547
H15 -2.869004 1.450630 2.659857
C7 2.085166 -0.814180 4.235427
C8 2.386726 -0.186710 3.017637
C9 1.386256 -0.308510 1.989167
C10 0.155036 -0.863350 2.304387
C11 -0.109214 -1.374430 3.553117
C12 0.837146 -1.321970 4.499147
O3 0.614236 -1.804420 5.758397
O4 1.684786 0.372450 0.837387
H16 2.765326 -0.723610 5.069437
H17 3.378446 0.230080 2.921787
H18 -0.687204 -0.890030 1.628877
H19 -0.942724 -2.000720 3.834927
H20 0.083186 -2.602600 5.808217
H21 0.873086 0.445870 0.330087
C13 -4.100974 -2.603100 0.019657
C14 -2.743764 -2.244470 -0.117643
C15 -1.765404 -3.195110 -0.409273
C16 -2.157754 -4.521340 -0.508123
C17 -3.493984 -4.884830 -0.344123
C18 -4.466594 -3.961000 -0.094013
O5 -5.763824 -4.284710 0.073037
O6 -0.516334 -2.797460 -0.913973
H22 -4.883474 -1.862740 0.096897
H23 -2.380404 -1.227450 -0.122503
H24 -1.450944 -5.262570 -0.850763
H25 -3.769224 -5.925060 -0.436753
H26 -5.850034 -5.232040 -0.056393
H27 -0.475574 -1.838320 -0.914643
C19 2.970876 -1.826090 -1.414123
C20 2.280906 -0.719420 -2.166823
O7 3.164656 -0.580650 -3.265213
C21 4.276416 -1.232160 -3.125033
O8 5.236406 -1.040110 -3.800803
O9 4.203386 -1.981730 -2.139433
H28 2.475876 -2.789690 -1.534773
H29 3.036586 -1.650790 -0.340313
H30 2.376936 0.157530 -1.526643
H31 1.200766 -0.750470 -2.309743

Cartesian forces (eV/Å) of the 6 atoms listed first:
Pb 2.20 -1.60 1.80
F -0.87 1.88 -0.86
C 0.30 -0.91 0.27
O -0.07 0.24 -0.86
C -0.46 1.52 0.76
C 2.26 -1.56 -1.96